Density functional theory data (ωB97M-V/def2-TZVPD) for a structure of composition C25H33O7Sn in a non-equilibrium geometry.

XYZ file:
```
66
Properties=species:S:1:pos:R:3
C -0.137 -0.219 -6.354
C -0.640 -1.180 -5.238
C -0.318 1.203 -5.765
C -1.390 1.053 -4.695
H -0.582 1.912 -6.540
H 0.618 1.530 -5.317
C -1.041 -0.307 -4.047
H 0.135 -1.895 -4.972
H -1.500 -1.744 -5.592
C 0.090 -0.211 -3.036
H -1.911 -0.718 -3.536
H -2.342 0.893 -5.218
C -1.568 2.181 -3.746
C 1.341 -0.380 -6.646
C -1.014 -0.377 -7.604
O -1.821 0.448 -7.949
O 2.150 -0.922 -5.928
O 1.661 0.244 -7.797
O -0.957 -1.534 -8.310
C 0.029 -2.546 -8.087
H 0.139 -2.802 -7.038
H 0.990 -2.244 -8.497
H -0.326 -3.418 -8.627
C 3.059 0.261 -8.136
H 3.629 0.783 -7.372
H 3.122 0.784 -9.083
H 3.441 -0.752 -8.233
O -0.364 0.206 -1.790
H 0.878 0.454 -3.408
H 0.548 -1.205 -2.951
C -2.949 2.548 -3.358
C -0.442 3.064 -3.370
H -0.018 3.589 -4.235
H 0.384 2.512 -2.914
H -0.752 3.810 -2.644
H -2.986 2.917 -2.335
H -3.634 1.704 -3.441
H -3.351 3.344 -4.001
Sn 0.000 0.000 0.000
C -1.605 -0.827 1.649
C -2.245 -0.852 0.385
C -1.595 -1.804 -0.409
H -3.051 -0.211 0.078
C -0.519 -2.328 0.328
C -0.552 -1.742 1.621
H 0.133 -1.940 2.426
H -1.856 -0.173 2.464
H -1.815 -2.021 -1.439
H 0.183 -3.068 -0.019
C 1.968 1.342 0.567
C 1.918 0.228 1.430
C 2.124 -0.927 0.650
H 1.741 0.262 2.491
C 2.255 -0.531 -0.693
C 2.179 0.877 -0.736
H 2.205 1.486 -1.623
H 1.807 2.365 0.853
H 2.165 -1.937 1.014
H 2.390 -1.186 -1.537
C -0.341 2.272 2.798
O -0.922 2.620 1.600
C -1.112 1.835 0.507
O -1.943 2.198 -0.304
H -1.046 2.518 3.619
H 0.591 2.854 2.947
H -0.139 1.196 2.866
```

Calculated values
- gap between HOMO and LUMO (spin up / spin down) (eV) = 3.266 / 6.154
- E_tot (eV) = -46618.3864
- energy relative to the best compared isomer or geometry (same formula, charge and spin) (kJ/mol) = 342.6
- net charge = -1
- HOMO energy (spin up / spin down) (eV) = -0.93 / -3.82